Formula: C33H96O43P10
Source: OMol25
Level of theory: wB97M-V/def2-TZVPD

* relative energy (zero: lowest compared OMol25 entry of this formula, charge and spin): 659.8 kJ/mol
* calculated total energy: -216722.0583 eV
* E_HOMO: -10.272 eV

```
182
Properties=species:S:1:pos:R:3:forces:R:3
C -1.571006 7.557022 -2.932664 0.13 -0.12 0.06
O -0.427056 7.406472 -3.796154 1.40 -0.79 -0.38
P 0.083724 5.938502 -4.224324 1.50 -1.44 -0.87
O -0.988986 4.919352 -4.327094 0.84 0.92 0.59
O 0.955714 6.073262 -5.626544 -1.18 0.52 1.37
C 1.750144 5.000732 -6.187094 0.38 -0.20 0.73
O 1.352034 5.615292 -3.212264 -1.62 -0.06 -3.17
C 1.193414 5.445882 -1.836164 0.59 0.31 0.22
H -1.693936 6.688102 -2.286164 -0.63 -0.45 -0.73
H -2.367296 7.832602 -3.624094 -0.44 -0.35 0.69
H -1.414406 8.314612 -2.164794 0.45 0.61 -0.62
H 1.209174 4.220772 -6.722924 -0.64 0.36 0.13
H 2.310934 4.503692 -5.395544 0.00 0.07 0.11
H 2.482424 5.417852 -6.878384 -0.26 0.39 0.12
H 0.500304 6.234782 -1.544024 0.27 -0.18 1.04
H 2.235044 5.566582 -1.538644 -0.35 0.39 1.01
H 0.896984 4.445602 -1.520464 -0.45 0.02 -0.27
C -10.310776 2.407012 -3.229714 -0.80 -0.68 1.69
O -9.029826 2.785332 -2.830314 3.69 0.24 -1.10
P -7.629856 2.830032 -3.694134 -0.91 -0.88 -0.46
O -7.853786 2.996762 -5.166854 0.53 -0.10 2.14
O -6.735416 1.495292 -3.262224 -0.63 1.33 -0.79
C -5.365236 1.308542 -3.814814 -0.43 1.03 0.19
O -6.941176 4.025172 -2.882364 0.22 -0.23 -0.09
C -7.244826 5.402212 -3.211474 0.79 -0.11 -0.60
H -10.488856 2.059452 -4.247354 0.33 0.44 -0.01
H -10.922706 3.226552 -2.852864 -0.47 0.10 -0.90
H -10.510356 1.622622 -2.499654 -0.62 -0.58 -0.49
H -4.691766 1.250142 -2.959744 -0.11 0.28 -0.05
H -5.143086 2.157692 -4.461114 0.23 0.11 0.25
H -5.163846 0.432982 -4.432014 -1.11 -0.33 0.19
H -6.306216 5.884612 -3.484304 0.11 -0.27 -0.45
H -7.548136 6.025082 -2.369974 -0.70 -0.77 0.26
H -7.919996 5.400272 -4.067174 -0.12 0.41 0.22
C 4.948174 -6.116238 1.704176 -0.77 -0.75 0.08
O 6.377494 -5.981048 1.902366 -0.59 -0.13 0.67
P 6.998284 -5.303428 3.200106 1.19 1.34 0.62
O 8.440194 -4.850558 3.041676 -3.15 -1.34 0.56
O 6.695164 -6.325628 4.467396 -0.57 1.61 -1.72
C 7.625564 -6.558398 5.535966 -0.53 0.34 -0.25
O 5.910974 -4.082128 3.417686 1.86 0.24 0.50
C 6.500784 -2.824538 3.932446 -1.16 0.18 0.27
H 4.445514 -6.752568 2.432546 0.56 0.03 0.68
H 4.746544 -6.687148 0.797816 0.64 0.44 -0.35
H 4.372864 -5.190438 1.699746 0.65 0.28 -0.16
H 8.501754 -6.884628 4.975626 0.40 -0.40 1.29
H 7.086844 -7.175408 6.255106 0.43 -1.19 -0.67
H 7.773524 -5.731188 6.230176 0.49 0.89 -0.84
H 7.474444 -2.985368 4.395296 -0.06 0.13 -0.45
H 5.833364 -2.344168 4.647916 -0.29 -0.98 0.71
H 6.431934 -2.000348 3.222466 0.87 -0.67 -0.95
C 2.218854 -5.585758 7.081996 -0.29 -0.53 0.19
O 0.945354 -6.130318 7.485636 -0.02 0.20 -0.06
P -0.165576 -5.279128 8.209876 -2.34 -2.24 -1.08
O -0.405186 -3.950538 7.701976 0.96 2.19 0.36
O -1.505526 -6.127948 7.839456 0.19 -0.14 1.26
C -2.765036 -5.829128 8.534356 0.45 0.26 -0.32
O 0.059134 -5.603848 9.743026 0.66 1.64 1.26
C 0.925004 -4.714948 10.560706 0.70 -1.50 0.04
H 2.423504 -6.084188 6.134476 0.28 0.36 0.06
H 2.945784 -5.885108 7.837016 0.14 -0.02 -0.12
H 2.217944 -4.498638 7.002896 -0.24 -0.06 -0.20
H -3.541636 -5.557318 7.819426 0.25 -0.36 -0.39
H -2.721096 -4.951208 9.178886 0.52 -0.07 0.16
H -3.093956 -6.689628 9.116966 0.25 -0.03 -0.11
H 1.776474 -4.320938 10.005836 -0.67 0.74 -0.56
H 1.503874 -5.349108 11.232166 -0.58 -0.55 0.21
H 0.396014 -4.015048 11.207536 -0.28 0.12 -0.75
C 4.358834 -3.344758 -4.313304 0.57 -2.32 -0.54
O 3.566874 -3.695218 -5.456634 -1.24 1.69 -2.46
P 3.506204 -2.923388 -6.909994 0.62 -1.69 1.12
O 2.393224 -3.290638 -7.799704 0.77 -0.21 0.81
O 3.579544 -1.397628 -6.526724 1.25 0.16 -0.98
C 4.239004 -0.584888 -7.541454 0.32 2.13 0.59
O 4.991124 -3.223368 -7.498114 -0.66 0.95 0.66
C 5.375184 -4.543198 -7.838434 -0.12 0.02 -0.97
H 4.804244 -2.355748 -4.205714 -0.96 0.23 -0.07
H 5.196844 -4.034748 -4.412004 0.49 0.14 0.28
H 3.747424 -3.818668 -3.545394 0.26 1.12 0.73
H 5.050374 -0.995198 -8.142654 -0.74 -0.95 -0.03
H 4.792284 0.203412 -7.031004 -0.18 -0.02 0.62
H 3.508454 -0.013218 -8.113804 -0.18 -0.65 -0.26
H 6.042594 -4.462388 -8.696424 0.07 0.05 0.02
H 4.482254 -5.054528 -8.198024 0.17 -0.56 0.33
H 5.935004 -5.032748 -7.041544 -0.44 -0.06 0.18
C -6.209736 -2.207508 1.706766 -2.27 0.94 -0.10
O -6.256386 -3.477158 2.323536 0.33 -1.29 1.45
P -7.209596 -3.684818 3.637636 2.12 -2.06 0.42
O -8.376716 -2.821048 3.687156 -0.23 -0.11 -0.20
O -7.411926 -5.303988 3.664616 -0.92 2.58 -0.84
C -6.372916 -6.238598 3.534836 -0.31 -1.68 0.40
O -6.259636 -3.595338 4.962266 -0.38 -1.23 -1.54
C -5.609166 -2.424878 5.355246 0.01 1.20 0.47
H -7.112346 -2.182328 1.096226 0.00 0.38 -0.30
H -5.391976 -1.956198 1.031326 0.50 -0.71 0.65
H -6.402156 -1.475678 2.491306 0.53 0.52 -0.36
H -5.847696 -6.260818 4.489686 0.87 0.22 -0.55
H -5.852806 -6.284728 2.578036 0.63 1.21 0.28
H -6.825756 -7.227628 3.465126 -0.64 -0.02 0.40
H -5.653396 -1.676988 4.563536 -0.16 0.30 0.28
H -4.554676 -2.523048 5.613136 0.07 -0.78 -0.29
H -6.089816 -2.106518 6.280306 -0.12 0.52 -0.20
C 6.930854 2.909492 -2.699704 -0.15 -0.75 0.45
O 7.234604 3.987372 -3.533114 0.48 1.83 -1.16
P 8.485924 3.894442 -4.540194 -1.90 -2.31 -0.04
O 8.553104 2.470482 -5.020894 1.18 1.89 0.60
O 8.022464 4.904122 -5.697924 1.78 -0.51 1.07
C 8.704204 4.756902 -7.000634 -1.32 0.62 0.33
O 9.718514 4.517212 -3.700794 -1.97 -0.04 -1.74
C 10.474824 3.732902 -2.800314 1.67 0.07 -0.35
H 6.358924 2.140452 -3.218914 0.25 -0.09 -0.24
H 6.280354 3.263992 -1.900154 0.34 0.16 0.13
H 7.871914 2.500012 -2.332514 -0.35 -0.35 0.42
H 7.828084 4.742392 -7.648954 0.45 -0.13 -0.46
H 9.290044 3.844532 -7.112324 -0.10 0.09 0.31
H 9.272954 5.669412 -7.179374 0.12 -0.22 0.06
H 10.517844 4.268322 -1.851844 -0.19 -0.35 0.05
H 11.459714 3.759042 -3.266574 0.37 -0.12 0.50
H 10.246324 2.669532 -2.728654 -0.69 0.21 0.06
C -9.596406 -3.296738 -3.095024 -0.06 -1.24 0.14
O -9.003506 -4.258868 -4.022334 2.13 0.63 -1.07
P -7.465016 -3.926318 -4.478924 0.00 -2.16 1.27
O -7.144586 -2.545018 -4.812124 -0.01 -0.04 0.16
O -6.596336 -4.434648 -3.135934 -0.56 1.63 -2.23
C -6.455066 -5.776108 -2.697484 0.27 0.08 -1.24
O -7.190466 -5.016268 -5.705544 -0.08 1.20 1.62
C -5.903736 -4.891088 -6.317664 1.54 -0.30 -1.25
H -9.559706 -3.780118 -2.118754 -0.18 0.07 0.08
H -10.627326 -3.258888 -3.446974 0.13 0.64 0.28
H -9.060126 -2.352548 -3.000014 -0.19 0.03 -0.59
H -5.421786 -6.100248 -2.821504 0.40 0.45 0.68
H -6.894126 -6.420428 -3.459184 -1.03 -0.40 0.74
H -6.797026 -5.760628 -1.662634 -0.12 -0.84 -0.26
H -5.204696 -5.710368 -6.149664 -0.25 -0.24 1.42
H -5.360866 -3.955348 -6.184294 -0.47 0.13 0.63
H -5.862546 -5.021668 -7.399024 -1.49 0.40 -0.34
C 0.854504 -0.046838 -2.383814 -0.39 -0.30 -0.30
O 0.774314 0.110542 -0.949514 -0.62 -2.01 0.97
P 0.641074 -1.253568 0.000686 -2.01 0.63 -1.40
O 1.969424 -1.787938 0.306166 -0.46 -0.38 0.39
O -0.285286 -0.756368 1.264206 1.32 -0.76 -0.44
C 0.314114 -0.804068 2.636816 0.88 -0.44 -1.92
O -0.412676 -2.236228 -0.881414 2.44 2.88 0.78
C -1.045136 -3.472408 -0.617764 -0.59 0.70 0.56
H -0.104716 0.244692 -2.811614 -0.02 -0.08 0.04
H 1.070434 -1.074488 -2.676054 -0.06 -0.03 0.14
H 1.617934 0.574922 -2.851454 0.14 0.22 0.65
H -0.460766 -0.478878 3.331026 0.43 0.04 -0.17
H 1.259104 -0.265248 2.567706 -0.48 0.95 0.51
H 0.741024 -1.789818 2.821616 -0.88 -0.41 0.20
H -2.104776 -3.217088 -0.626714 -0.18 -0.43 -0.20
H -0.851336 -3.833848 0.392146 0.42 -0.36 -0.20
H -0.799526 -4.147648 -1.437404 0.05 -0.20 0.39
C 2.063304 7.693332 4.624296 -0.49 1.36 0.67
O 2.930774 6.757932 5.305626 -0.68 -0.06 -0.34
P 4.180164 6.156762 4.565616 0.77 -2.57 -1.50
O 3.919514 5.392782 3.331226 -0.06 1.16 0.25
O 4.875144 5.169482 5.626286 -0.10 2.24 -0.19
C 4.856234 3.772192 5.498416 -0.97 -0.73 0.65
O 5.239854 7.345832 4.453266 -2.29 -1.38 -1.72
C 5.542764 7.879502 5.669006 2.86 1.61 2.27
H 2.128694 8.598342 5.228276 0.20 0.23 -0.23
H 0.995674 7.475802 4.654996 0.22 -1.05 0.27
H 2.252204 7.952472 3.582536 0.76 -0.50 0.06
H 5.293564 3.471092 6.450346 0.12 -0.60 -0.35
H 5.328534 3.333112 4.619636 0.42 0.54 0.05
H 3.816724 3.446502 5.460196 -0.04 -0.22 0.12
H 5.762974 8.940922 5.555056 -0.28 0.10 -0.04
H 6.495974 7.423502 5.936506 0.16 0.08 0.50
H 4.899884 7.747562 6.539296 -0.61 -0.22 -0.50
C -3.725226 3.355072 1.550946 -1.09 -0.45 0.97
O -3.060116 4.601862 1.850096 1.85 -1.02 -1.08
C -3.525716 5.803142 1.972606 -2.44 2.91 2.95
O -2.928826 6.864922 2.199016 -0.75 -3.09 -1.40
O -4.919556 5.727512 2.180166 1.15 1.11 0.08
C -5.597496 6.935072 2.621736 -0.94 0.24 -1.14
H -4.812656 3.395462 1.613946 0.04 0.69 -0.62
H -3.544676 2.643772 2.356906 0.75 0.30 0.23
H -3.380306 2.860692 0.642806 0.14 0.78 -0.15
H -6.649876 6.654952 2.575666 0.06 -0.13 0.25
H -5.523456 7.777802 1.934406 0.49 -0.31 -0.50
H -5.410486 7.420952 3.579366 0.77 -1.03 0.36
```
Forces are in eV/Å.